This record from the Open Molecules 2025 dataset describes C3H4ClNS as an isolated structure. The level of theory is wB97M-V/def2-TZVPD.

Its energy above the lowest of the compared OMol25 structures with the same formula, charge and spin is 3.7103 eV. Its HOMO-LUMO gap (alpha / beta) is 8.013 / 8.016 eV. The spin multiplicity is 1. The HOMO energy (alpha / beta) comes out at -0.287 / -0.287 Eh. For the lowest unoccupied orbital energy (alpha / beta), the calculation gives 0.197 / 0.199 eV. Its total energy is -28019.393 eV.

```
10
Properties=species:S:1:pos:R:3:forces:R:3
Cl -1.084 0.712 -2.140 -0.20 0.19 -0.70
S 2.253 -0.224 0.870 -0.28 1.49 0.44
N 1.060 -0.928 -0.046 0.02 -1.26 0.25
C -1.249 0.001 -0.534 -2.23 0.04 0.59
C 0.020 -0.100 0.101 5.18 4.38 2.78
C 1.023 1.143 0.782 -3.70 -4.21 -1.15
H 1.173 -1.911 -0.232 -0.61 -0.16 -0.76
H 0.541 1.580 1.694 0.91 -0.22 -0.62
H -1.894 0.640 0.101 0.48 0.07 -0.56
H -1.842 -0.912 -0.596 0.42 -0.32 -0.27
```
Positions in Å, forces in eV/Å.